This record from the Open Molecules 2025 dataset describes a 2-piece molecular cluster, C8H5ClF4S overall in a non-equilibrium geometry. The level of theory is ωB97M-V/def2-TZVPD.

```
19
Properties=species:S:1:pos:R:3:forces:R:3
C 0.215 -1.130 -0.262 0.803 -1.151 -0.149
C -0.845 1.069 -1.704 0.314 -0.531 -1.234
C -1.111 -0.805 -0.154 -1.146 0.386 0.098
C 1.035 -0.361 -1.096 -0.095 0.373 -0.672
C -1.616 0.257 -0.890 1.079 0.364 -0.269
C 0.529 0.732 -1.814 -0.452 0.722 0.022
C 0.850 -2.410 0.289 -0.567 2.516 1.655
C 0.085 1.856 1.920 0.347 -1.525 -0.128
F -2.049 -1.486 0.589 1.406 0.198 -0.500
F 2.313 -0.820 -1.291 -0.795 0.958 -0.049
F -2.903 0.498 -0.851 -1.466 0.146 0.191
F 1.308 1.519 -2.623 -0.484 -1.103 0.738
S 0.208 1.413 3.536 -0.519 0.212 -1.057
Cl 0.355 3.412 1.372 -0.178 0.537 0.509
H 0.437 -3.222 -0.199 -0.594 -1.798 -1.250
H 1.910 -2.300 0.125 0.171 -0.546 0.388
H 0.552 -2.528 1.348 0.544 0.114 -0.370
H -1.408 1.724 -2.455 1.281 -0.628 1.445
H 0.134 2.582 4.159 0.350 0.757 0.634
```
Positions in Å, forces in eV/Å.

The total energy comes out at -42600.9638 eV. The charge is 0. The calculation puts the HOMO energy at -0.3264 Eh. As for the energy relative to the best compared isomer or geometry (same formula, charge and spin): 53.6 kcal/mol.